Entry from the OMol25 dataset: C33H21MoN7O6S as an isolated structure (ωB97M-V/def2-TZVPD).

The geometry in XYZ format:
```
69
C33H21MoN7O6S, DFT ωB97M-V/def2-TZVPD
Mo 0.07250 0.22444 0.00913
N -2.79170 -1.66096 2.48643
C -2.02700 -1.21336 3.53533
C -0.95410 -0.57696 3.00603
N -1.01080 -0.60616 1.63303
C -2.15330 -1.28126 1.33293
C -2.43330 -1.51906 -0.01047
N -1.52610 -1.09006 -0.90777
C -1.96940 -1.48876 -2.13027
C -3.14130 -2.16886 -1.99267
N -3.44510 -2.18696 -0.64977
H -3.63030 -2.20606 2.55643
H -2.30980 -1.37606 4.55393
H -0.14690 -0.09576 3.52723
H -1.39600 -1.28476 -3.01547
H -3.76920 -2.64776 -2.71457
H -4.25210 -2.61546 -0.23307
S 3.37560 -0.34046 3.32073
C 2.78350 -1.92916 2.89943
C 3.22900 -3.16796 3.32553
C 2.63120 -4.29496 2.79553
C 1.59130 -4.19016 1.87603
C 1.13070 -2.95846 1.46553
C 1.74610 -1.80936 1.95773
N 1.45840 -0.52126 1.60763
C 2.23480 0.35504 2.20113
C 2.06000 1.72064 1.84363
C 2.71350 2.78014 2.47963
C 2.50640 4.06334 2.03343
C 1.66770 4.27904 0.94053
C 1.01920 3.22274 0.33123
C 1.16270 1.89424 0.75453
H 4.03720 -3.24356 4.03503
H 2.97630 -5.27386 3.08973
H 1.14930 -5.08666 1.46783
H 0.33370 -2.87316 0.73863
H 3.37220 2.57224 3.31343
H 2.99390 4.89634 2.51633
H 1.52770 5.28414 0.56643
H 0.38970 3.43694 -0.52747
O 4.28340 -4.22296 -2.32047
C 3.51390 -3.28386 -2.33067
C 3.12650 -2.42776 -1.15667
O 3.66720 -2.37596 -0.05677
C 1.97530 -1.64436 -1.57907
C 1.69710 -1.81746 -2.99267
O 0.77700 -1.29146 -3.61677
C 2.71770 -2.78946 -3.51657
O 2.88690 -3.10306 -4.67707
O 1.29650 -0.90506 -0.79047
O -0.02590 1.06054 -1.63727
C -0.75000 1.71794 -2.47037
C -0.35410 1.88904 -3.81367
C -1.13340 2.59734 -4.69207
C -2.34420 3.15304 -4.27217
C -2.74640 3.02864 -2.96337
C -1.96100 2.33284 -2.03197
C -2.23630 2.33554 -0.62607
N -1.57330 1.66544 0.33093
C -2.04430 2.14844 1.52403
C -3.00690 3.08214 1.30613
N -3.13200 3.18484 -0.04957
H 0.57040 1.42724 -4.11837
H -0.80820 2.73814 -5.71147
H -2.96430 3.68594 -4.97677
H -3.68710 3.47024 -2.65747
H -1.63290 1.81774 2.45823
H -3.58470 3.68874 1.97183
H -3.73330 3.81554 -0.55197
```

**F_max**: 2.88 eV/Å
**Calculated total energy**: -69969.3247 eV
**Relative energy (zero: lowest compared OMol25 entry of this formula, charge and spin)**: 60.7 kcal per mole
**Lowest unoccupied orbital energy (alpha / beta)**: -0.740 / -1.060 eV
**HOMO-LUMO gap (alpha / beta)**: 5.25 / 5.36 eV
**2S+1**: 3